Model a:
The following is a DFT calculation (ωB97M-V/def2-TZVPD) of the ion C2H7S3 with charge -1.

E_LUMO: 3.42 eV
E_HOMO: -3.029 eV
Net charge: -1
Spin multiplicity: 1

Cartesian coordinates (Å):
C 0.13788 2.44060 0.26171
C -0.20579 0.95369 0.26938
S -0.05294 0.26853 -1.36574
S 0.02232 -2.08864 -0.35720
H -0.52134 2.96650 -0.42210
H 1.17064 2.57976 -0.08324
H 0.02069 2.89352 1.25135
H -1.22468 0.80140 0.65606
H 0.47023 0.40377 0.93923
H 0.15468 -2.39205 -1.66251
S 0.61883 -4.11558 0.31555
H -0.59053 -4.71151 0.19751


Model b:
The following is a DFT calculation (ωB97M-V/def2-TZVPD) of a cluster of 2 separate species, C2H7S3 in total.

E_LUMO: 3.58 eV
E_HOMO: -2.535 eV
Net charge: -1
Spin multiplicity: 1

Cartesian coordinates (Å):
C -2.23942 -0.50033 0.94333
S -2.62882 1.04458 0.20044
H -1.48808 -0.95498 0.29571
H -3.19736 -0.94218 1.21011
H -1.73166 -0.37941 1.90963
C 2.44319 -0.26803 -1.14950
S 0.84192 0.50202 -1.12996
S 0.73490 1.33117 0.74791
H 3.05640 0.02149 -1.99879
H 3.04166 -0.04015 -0.26065
H 2.48623 -1.37627 -1.10204
H -1.31897 1.56209 0.33381


It is model a that is the most stable of them.